Computed, not measured: C6H24HfN15O15 as an isolated structure in a non-equilibrium geometry, with ωB97M-V/def2-TZVPD.

Atoms and positions in Å:
Hf 20.445 26.607 31.355
N 19.717 27.765 26.042
O 20.094 28.917 25.719
O 20.036 27.271 27.104
O 19.154 27.037 25.289
N 23.189 31.226 30.549
O 23.867 31.563 31.502
O 22.576 30.170 30.555
O 23.173 32.003 29.580
N 24.361 25.521 27.976
O 23.959 24.654 27.245
O 25.284 26.233 27.649
O 23.744 25.742 29.030
C 25.533 22.960 22.478
O 26.155 22.471 21.499
N 26.077 23.614 23.543
N 24.223 22.822 22.745
H 25.466 23.674 24.345
H 27.067 23.414 23.525
H 23.771 22.252 22.044
H 23.856 23.444 23.452
C 23.231 18.264 27.549
O 22.514 17.574 26.812
N 23.672 17.980 28.797
N 23.674 19.438 27.204
H 23.458 17.087 29.218
H 24.420 18.588 29.096
H 23.321 19.837 26.346
H 24.303 19.916 27.833
C 27.853 30.623 25.082
O 28.010 31.609 24.413
N 26.974 30.459 26.029
N 28.411 29.460 24.986
H 26.814 29.528 26.385
H 26.398 31.281 26.145
H 28.801 29.569 24.061
H 28.186 28.618 25.495
C 22.755 21.533 32.730
O 22.237 22.615 32.557
N 24.026 21.343 32.650
N 22.088 20.484 33.136
H 24.293 20.387 32.835
H 24.707 21.976 32.255
H 22.579 19.605 33.055
H 21.085 20.442 33.247
C 28.737 26.011 32.723
O 27.985 25.050 32.623
N 29.313 26.506 31.669
N 29.121 26.569 33.831
H 30.144 27.077 31.731
H 28.966 26.025 30.852
H 29.745 27.362 33.785
H 28.744 26.161 34.675
C 23.259 28.521 21.469
O 24.143 28.614 20.624
N 21.961 28.608 21.357
N 23.466 28.363 22.703
H 21.263 28.580 22.086
H 21.596 28.751 20.427
H 22.735 28.263 23.394
H 24.435 28.321 22.985

The orbital gap comes out at 1.468 eV. For the energy above the lowest of the compared OMol25 structures with the same formula, charge and spin, the calculation gives 32.171 eV. The charge is +1.